Formula: C13H15Cl2N2O7Rh
Source: OMol25
Level of theory: ωB97M-V/def2-TZVPD

Structure (XYZ):
```
40
C13H15Cl2N2O7Rh ωB97M-V/def2-TZVPD
C 0.15114 -0.96775 1.47856
H 0.85774 -0.79475 -1.88724
H 4.89214 -0.58335 -0.78434
O -0.19196 2.65874 2.11826
O -2.40536 -1.95746 5.70386
C -1.32156 -0.90266 3.94346
O 0.81724 1.60484 0.38866
H 0.48974 2.62495 -1.62214
H -1.28556 -3.06646 3.83006
H -2.03036 1.67924 -4.29044
H -0.36796 2.30644 -4.59614
N -2.06596 -0.87025 5.20406
C -0.55116 1.08365 -2.78664
C -0.93836 0.28295 3.32456
H -1.18436 1.25125 3.75796
O -2.32696 0.22815 5.71786
N 0.01844 -3.45756 1.63156
Cl 3.28674 0.30815 -2.27414
Rh 1.49474 0.30815 -0.78434
Cl 3.28674 0.30815 0.70546
H 0.23884 -0.96055 -2.78104
H -1.07396 -0.67626 -3.98224
O 0.81594 -0.99075 0.39096
O 0.95974 -4.08116 2.16006
C -0.28086 -2.13075 2.16406
C -0.17896 -0.22465 -3.50194
C 0.70894 1.66865 -2.14484
C -1.59676 0.79935 -1.69484
C -0.99966 -2.12586 3.37036
H -1.38656 3.04354 -3.30544
H 4.89134 1.20095 -0.78434
O -0.82186 -3.97646 0.87236
H -2.51896 0.36715 -2.14014
H -1.19746 0.07855 -0.94894
H 0.58314 -0.03665 -4.28914
C -0.21186 0.26285 2.10646
C 4.26064 0.30855 -0.78434
C 0.17274 1.60595 1.48176
H -1.87206 1.73554 -1.16254
C -1.11766 2.08765 -3.80504
```

Output
Frontier orbital gap (alpha / beta) in eV: 2.6 / 5.7
Total charge: -2
DFT total energy in eV: -59076.9389
Spin multiplicity: 5